(1)
Formula: C60H41F2N11PV
Source: OMol25
Level of theory: the ωB97M-V functional and the def2-TZVPD basis

Atoms and positions in Å:
V: 0.0631 1.7983 -0.2696
C: -2.3626 -0.7829 5.3095
C: -1.0902 -0.4798 5.8234
C: -0.0864 0.0004 5.0072
C: -0.3573 0.1399 3.6461
C: 0.3676 0.7377 2.5576
N: -0.3876 0.7301 1.4134
C: -1.5959 0.1614 1.7325
N: -2.6437 -0.0317 0.9368
C: -2.6835 0.4551 -0.2828
C: -3.7664 0.1535 -1.2043
C: -4.9086 -0.6249 -1.0873
C: -5.7086 -0.7708 -2.2068
C: -5.3978 -0.1241 -3.4079
C: -4.2777 0.6804 -3.5196
C: -3.4566 0.8061 -2.4075
C: -2.2508 1.5756 -2.1553
N: -1.8434 2.5128 -2.9783
C: -0.9551 3.4141 -2.5656
N: -0.2051 3.3679 -1.4251
C: 0.3510 4.6193 -1.2411
N: 1.1168 5.0112 -0.2384
C: 1.4912 4.1923 0.7151
N: 1.0788 2.8866 0.9352
C: 1.8314 2.3889 1.9850
N: 1.5219 1.3718 2.7478
C: 2.8484 3.3537 2.3576
C: 3.9051 3.3237 3.2587
C: 4.6566 4.4748 3.4139
C: 4.3619 5.6404 2.6956
C: 3.3199 5.6747 1.7879
C: 2.5687 4.5167 1.6224
C: -0.0085 5.4767 -2.3406
C: 0.2923 6.7997 -2.6509
C: -0.2410 7.3335 -3.8080
C: -1.0790 6.5739 -4.6379
C: -1.3739 5.2567 -4.3448
C: -0.8193 4.7057 -3.1933
N: -1.7886 1.3081 -0.8920
C: -1.6235 -0.1872 3.1272
C: -2.6443 -0.6307 3.9668
H: -3.1354 -1.1271 5.9863
H: -0.9132 -0.5954 6.8859
H: 0.8813 0.2892 5.3989
H: -5.1582 -1.1001 -0.1502
H: -6.5901 -1.3983 -2.1534
H: -6.0540 -0.2636 -4.2584
H: -4.0296 1.1935 -4.4395
H: 4.1350 2.4199 3.8086
H: 5.4888 4.4855 4.1072
H: 4.9613 6.5272 2.8613
H: 3.0700 6.5612 1.2205
H: 0.9220 7.3859 -1.9942
H: -0.0155 8.3567 -4.0829
H: -1.5003 7.0365 -5.5223
H: -2.0120 4.6561 -4.9800
H: -3.6336 -0.8150 3.5651
F: 4.7559 3.5640 -2.0822
C: 3.8550 2.5640 -2.2199
C: 2.7944 2.4957 -1.3478
C: 1.8381 1.4672 -1.3848
C: 2.0969 0.4507 -2.3480
C: 3.1324 0.6236 -3.2715
F: 3.2892 -0.2466 -4.3020
C: 4.0283 1.6673 -3.2461
C: 1.3234 -0.7989 -2.4402
C: 1.9139 -1.9773 -2.9152
C: 1.1105 -3.0606 -3.1986
C: -0.2477 -2.9651 -2.9491
C: -0.7174 -1.8219 -2.3271
N: 0.0443 -0.7568 -2.0869
H: 2.7571 3.2892 -0.6201
H: 4.8062 1.7712 -3.9879
H: 2.9801 -2.0341 -3.0680
H: 1.5340 -3.9630 -3.6220
H: -0.9177 -3.7674 -3.2188
H: -1.7596 -1.7415 -2.0458
C: -1.4023 -3.6716 2.9074
P: -1.3779 -3.0818 1.1445
C: -3.0254 -3.7121 0.6266
C: -3.2093 -4.3324 -0.6086
C: -4.4743 -4.6818 -1.0542
C: -5.5869 -4.4130 -0.2705
C: -5.4186 -3.8007 0.9622
C: -4.1534 -3.4380 1.3997
C: -0.2795 -4.4470 0.5563
C: -0.6175 -5.7987 0.5887
C: 0.3101 -6.7609 0.2213
C: 1.5946 -6.3864 -0.1543
C: 1.9367 -5.0442 -0.1977
C: 0.9999 -4.0789 0.1464
H: -2.0623 -3.0511 3.5078
H: -0.3923 -3.5698 3.3076
H: -1.7112 -4.7157 2.9689
H: -2.3424 -4.5557 -1.2117
H: -4.5908 -5.1507 -2.0238
H: -6.5760 -4.6722 -0.6271
H: -6.2853 -3.5755 1.5725
H: -4.0352 -2.9288 2.3481
H: -1.6096 -6.1027 0.9019
H: 0.0352 -7.8090 0.2366
H: 2.3192 -7.1458 -0.4216
H: 2.9331 -4.7418 -0.4968
H: 1.2531 -3.0239 0.1029
C: 2.5402 -1.9818 2.6854
C: 3.4778 -1.1708 1.8596
N: 3.3275 -0.8107 0.6085
C: 4.4557 -0.1053 0.2715
C: 5.3001 -0.0328 1.3365
N: 4.6699 -0.7236 2.3466
H: 2.2312 -2.8752 2.1455
H: 1.6451 -1.4061 2.9099
H: 3.0113 -2.2725 3.6251
H: 4.5847 0.3002 -0.7182
H: 6.2668 0.4231 1.4580
H: 5.0052 -0.8363 3.2850

Atomic forces in eV per Å
-0.19 -0.65 1.05
-0.13 -0.05 -0.16
0.17 0.05 0.11
0.05 -0.04 -0.02
-0.38 -0.13 -0.23
0.20 -0.07 0.10
0.03 -0.42 0.16
-0.42 0.12 0.24
0.17 0.28 -0.67
-0.35 -0.56 0.78
0.26 0.22 -0.46
-0.03 -0.11 0.02
-0.03 0.02 0.09
-0.04 -0.04 -0.10
0.09 0.11 -0.02
-0.22 -0.40 0.40
0.01 0.45 0.06
0.02 -0.20 -0.10
-0.05 -0.07 0.23
-0.51 0.63 -0.83
0.38 0.39 0.20
0.03 -0.43 -0.18
-0.06 0.89 0.26
0.51 0.35 -0.03
-0.10 -0.27 0.31
0.00 0.11 -0.09
0.08 0.50 -0.32
-0.09 -0.06 -0.01
0.10 -0.02 0.12
-0.09 0.06 -0.04
-0.03 0.03 0.03
-0.06 -0.44 0.25
-0.23 -0.39 -0.26
0.03 0.11 0.05
0.01 -0.02 0.10
-0.05 -0.01 -0.15
-0.04 -0.08 0.03
0.31 0.34 0.18
0.12 0.02 -0.72
0.35 0.28 -0.15
-0.09 -0.02 0.10
-0.01 0.01 0.00
0.03 0.00 -0.01
-0.01 -0.03 0.04
0.04 -0.12 0.05
-0.02 0.03 0.00
0.04 0.03 -0.03
-0.03 0.00 -0.01
-0.03 0.00 0.03
0.00 -0.03 0.00
0.02 -0.01 -0.03
0.08 0.02 -0.01
0.02 0.00 -0.01
-0.02 0.01 0.03
0.03 -0.03 -0.03
-0.02 0.03 -0.01
0.00 -0.04 0.02
0.00 0.09 -0.03
-0.09 -0.06 0.00
0.02 0.03 0.06
0.20 -0.24 -0.53
0.15 0.11 0.09
-0.02 0.15 0.27
0.06 0.04 -0.15
0.15 0.03 -0.07
-0.04 -0.08 -0.05
-0.08 -0.22 0.07
0.13 0.10 -0.02
-0.11 -0.08 0.07
-0.06 -0.02 -0.09
-0.14 0.12 0.08
0.06 -0.05 -0.16
0.02 -0.04 0.01
-0.04 0.01 0.00
0.01 -0.03 0.04
-0.12 -0.08 0.11
-0.12 0.06 0.08
-0.04 0.17 -0.09
0.18 -0.65 0.20
-0.06 0.18 -0.07
0.01 0.01 0.06
0.01 0.05 -0.06
0.03 -0.05 -0.06
-0.09 0.13 0.05
0.08 -0.06 0.00
-0.01 0.22 -0.06
0.09 -0.01 -0.05
-0.05 -0.06 0.09
-0.04 0.01 -0.11
0.17 -0.06 0.05
-0.18 0.05 -0.02
0.01 -0.01 0.05
0.00 0.04 0.01
0.00 0.00 0.01
0.08 -0.01 -0.17
0.00 -0.01 0.01
-0.01 -0.01 0.04
0.03 -0.01 0.03
-0.07 0.01 0.02
-0.02 0.02 -0.02
0.01 0.00 0.03
0.02 0.02 -0.02
-0.01 0.01 -0.02
0.06 -0.01 -0.10
-0.02 0.11 -0.07
0.20 -0.01 -0.01
-0.25 -0.33 0.07
0.00 0.01 0.06
0.11 0.06 -0.13
-0.05 0.05 -0.06
0.08 -0.03 0.05
-0.05 0.00 0.05
-0.04 -0.04 0.01
0.00 0.06 0.00
-0.02 0.03 0.04
-0.03 -0.02 0.04

The calculation puts the LUMO energy (alpha / beta) at 1.42 / 1.27 eV. As for the net charge: -1. The calculation puts the calculated total energy at -119693.02990 eV. Its multiplicity is 2. As for the expectation value of S²: 1.149.

---

(2)
Formula: C60H46ClIN3O10P2W
Source: OMol25
Level of theory: the ωB97M-V functional and the def2-TZVPD basis

Atoms and positions in Å:
W: -0.4195 -0.5543 0.2502
O: 2.9269 2.7732 0.3277
C: 2.2933 1.7608 0.5430
O: 1.2432 1.3699 -0.1267
C: 2.8061 0.7347 1.5314
C: 4.1380 0.5500 1.8405
C: 4.5604 -0.6724 2.3695
C: 3.7386 -1.7738 2.4620
C: 2.4023 -1.5546 2.1540
C: 1.9207 -0.2833 1.8525
O: 0.6204 -0.0846 1.8311
N: 1.5570 -2.6269 1.7458
O: 0.6513 -2.3814 0.8714
O: 1.7843 -3.7601 2.0700
N: 6.0001 -0.8682 2.6174
O: 6.3532 -1.9707 2.9809
O: 6.7118 0.1083 2.5440
H: 4.8632 1.3192 1.6121
H: 4.1336 -2.7543 2.6823
I: -2.3174 0.4227 -1.5312
C: -0.2162 2.8511 -2.6008
C: -1.0934 3.9150 -3.1738
C: -0.9091 4.3075 -4.5810
C: 0.0407 3.7031 -5.2831
C: 0.8670 2.6257 -4.7435
C: 1.8422 2.1357 -5.5908
C: 2.6846 1.1133 -5.1946
C: 2.4649 0.5313 -3.9659
C: 1.4927 0.9787 -3.0604
P: 1.2384 -0.3789 -1.8374
C: 2.9424 -0.7915 -1.3048
C: 3.2652 -2.0710 -0.8545
C: 4.5844 -2.4223 -0.5980
C: 5.5976 -1.4911 -0.7653
C: 5.2818 -0.1998 -1.1666
C: 3.9682 0.1481 -1.4360
C: 0.8334 -1.6596 -3.1183
C: -0.2270 -1.3419 -3.9721
C: -0.6142 -2.2056 -4.9797
C: 0.0646 -3.4035 -5.1723
C: 1.1300 -3.7176 -4.3473
C: 1.5102 -2.8542 -3.3237
C: 0.7064 2.1234 -3.3919
H: -2.1472 3.6994 -2.9512
H: -1.5318 5.0812 -5.0123
H: 0.2307 3.9770 -6.3138
H: 1.9380 2.5725 -6.5767
H: 3.4583 0.7340 -5.8470
H: 3.0523 -0.3441 -3.7310
H: 2.4899 -2.8165 -0.7238
H: 4.8171 -3.4280 -0.2714
H: 6.6267 -1.7669 -0.5744
H: 6.0608 0.5425 -1.2799
H: 3.7447 1.1548 -1.7606
H: -0.7498 -0.4017 -3.8581
H: -1.4382 -1.9358 -5.6272
H: -0.2255 -4.0742 -5.9702
H: 1.6848 -4.6347 -4.4978
H: 2.3630 -3.1320 -2.7239
C: -1.5680 -4.2979 2.4856
C: -2.0957 -3.2626 3.4710
C: -3.5740 -2.9500 3.2603
C: -1.2346 -1.9793 3.5568
C: -1.3349 -1.3272 4.9375
O: -2.2540 -0.2432 4.7295
C: -2.2874 -0.0365 3.3972
N: -1.6864 -0.8779 2.6552
C: -3.0340 1.1956 3.0699
C: -4.1367 1.4478 3.8917
C: -4.7250 2.6941 3.9310
C: -4.1283 3.7338 3.2336
C: -3.0489 3.4817 2.4091
C: -2.5438 2.1881 2.2181
P: -1.1086 1.9701 1.0674
C: 0.0715 2.8158 2.1910
C: 0.4086 2.2099 3.4042
C: 1.2217 2.8587 4.3168
C: 1.6935 4.1360 4.0458
C: 1.3229 4.7655 2.8704
C: 0.5119 4.1144 1.9515
C: -1.3511 3.1919 -0.2701
C: -0.2139 3.5392 -1.2181
C: -0.5858 4.8516 -2.0294
C: -1.6453 5.7608 -1.5411
C: -2.6504 5.2189 -0.8552
C: -2.5104 3.8748 -0.3105
H: -2.1821 -5.1989 2.5299
H: -0.5446 -4.5865 2.7293
H: -1.5810 -3.9425 1.4598
H: -1.9985 -3.7199 4.4619
H: -3.7373 -2.4717 2.2944
H: -3.9598 -2.2823 4.0344
H: -4.1604 -3.8683 3.3012
H: -0.1985 -2.2289 3.3365
H: -0.3912 -0.9043 5.2889
H: -1.7497 -1.9807 5.7011
H: -4.4987 0.6586 4.5348
H: -5.5903 2.8698 4.5550
H: -4.4931 4.7468 3.3371
H: -2.5756 4.3188 1.9183
H: 0.0273 1.2284 3.6507
H: 1.4754 2.3716 5.2496
H: 2.3307 4.6435 4.7575
H: 1.6661 5.7688 2.6581
H: 0.2250 4.6410 1.0544
H: 0.7615 3.5232 -0.7419
H: 0.3238 5.3596 -2.3445
H: -1.6404 6.8041 -1.8295
H: -3.5271 5.7849 -0.5686
H: -3.3650 3.5045 0.2359
Cl: -4.8726 -7.0806 -2.8552
C: -3.9684 -5.7675 -2.1951
C: -2.7487 -5.4308 -2.7689
C: -2.0272 -4.3788 -2.2395
C: -2.5295 -3.6830 -1.1409
C: -3.7567 -4.0257 -0.5763
C: -4.4832 -5.0737 -1.1057
C: -1.7560 -2.5797 -0.6042
O: -2.0657 -1.8975 0.4242
O: -0.6804 -2.1727 -1.1423
H: -2.3810 -5.9879 -3.6185
H: -1.0800 -4.0874 -2.6762
H: -4.1372 -3.4679 0.2684
H: -5.4390 -5.3579 -0.6898

Atomic forces in eV per Å
-0.20 1.34 -0.67
-0.09 -0.01 0.00
0.26 0.07 0.03
-0.24 -0.23 -0.01
-0.06 -0.06 0.04
-0.06 0.01 -0.05
0.03 -0.11 -0.24
0.02 0.11 -0.02
-0.05 -0.05 0.00
-0.08 0.01 -0.01
0.17 -0.28 0.33
-0.02 -0.20 -0.27
0.41 -0.66 0.63
-0.12 0.36 -0.07
-0.15 0.19 0.93
0.06 -0.12 -0.31
0.07 -0.02 -0.34
0.00 0.01 -0.01
0.00 0.00 -0.01
-0.02 0.03 -0.03
-0.01 -0.06 0.02
-0.04 0.02 -0.02
0.04 -0.01 -0.04
-0.03 0.02 0.02
0.01 -0.01 0.01
0.00 -0.02 0.03
-0.01 0.03 -0.03
-0.03 0.00 0.04
0.12 -0.03 -0.03
-0.16 0.01 -0.15
0.01 0.03 0.00
-0.03 -0.05 0.04
0.01 0.01 0.02
-0.01 0.01 -0.01
0.02 0.00 0.01
-0.02 0.00 0.04
-0.02 0.05 -0.04
0.05 0.02 0.01
0.01 -0.03 -0.02
0.00 0.02 -0.01
0.00 0.00 0.01
0.06 -0.04 0.00
-0.02 0.04 0.01
0.00 0.01 0.01
-0.01 0.00 0.00
-0.01 0.01 -0.01
0.00 0.00 -0.01
0.00 0.00 0.00
-0.01 -0.01 0.00
0.01 0.02 -0.02
0.00 -0.01 0.00
0.01 0.00 0.00
0.01 0.00 0.00
-0.01 0.01 0.01
0.01 0.00 -0.01
-0.01 0.00 0.00
0.00 0.00 -0.01
0.00 0.00 0.00
-0.03 0.02 -0.03
-0.02 -0.04 -0.03
0.00 0.00 0.03
-0.01 0.01 0.00
0.01 0.03 -0.03
-0.03 -0.02 0.01
-0.04 -0.02 0.05
-0.15 -0.07 -0.19
0.21 0.14 0.18
0.06 0.00 0.02
0.02 0.01 -0.01
0.00 0.00 -0.02
-0.01 -0.02 0.02
0.00 0.02 0.14
-0.08 0.04 -0.02
0.08 -0.08 0.10
0.04 -0.02 0.02
0.01 -0.02 0.01
0.00 0.01 0.02
0.00 0.01 0.01
0.01 -0.01 0.00
-0.01 -0.05 -0.03
0.01 -0.04 -0.04
-0.02 0.01 0.07
0.05 -0.02 -0.01
-0.04 -0.01 0.03
0.03 0.05 -0.04
-0.01 -0.08 -0.10
0.00 -0.01 0.01
0.00 -0.01 0.00
0.00 -0.01 0.05
0.01 0.01 0.00
0.01 -0.01 0.00
-0.01 0.00 0.01
0.00 -0.01 -0.01
0.00 0.01 0.03
0.00 0.00 -0.02
0.02 -0.01 0.00
-0.01 -0.01 0.01
0.00 0.00 0.01
-0.01 0.01 0.01
-0.01 -0.03 0.13
0.00 0.01 -0.01
0.00 0.00 0.00
0.00 0.00 0.00
0.00 0.01 0.00
-0.01 0.01 -0.10
0.00 0.04 0.04
-0.01 0.01 0.00
0.00 0.01 -0.01
-0.01 0.02 -0.01
0.05 0.00 -0.15
0.00 0.01 0.00
-0.02 -0.02 -0.01
-0.01 0.01 0.02
-0.01 -0.01 -0.02
-0.01 0.01 0.03
-0.01 -0.02 -0.01
0.03 0.01 -0.01
0.08 0.07 0.08
-0.04 -0.20 -0.06
-0.02 -0.17 0.06
0.00 0.00 -0.01
-0.02 0.00 0.03
0.01 0.01 0.01
-0.01 0.00 0.00

The calculation puts the LUMO energy (alpha / beta) at -4.32 / -4.62 eV. As for the net charge: +1. The calculation puts the calculated total energy at -128926.06634 eV. Its multiplicity is 3. Its energy above the lowest of the compared OMol25 structures with the same formula, charge and spin is 602.25 kJ/mol. As for the expectation value of S²: 2.051.

---

- Which value of calculated total energy does entry 1 give?
  -119693.02990 eV